C42H62N4OPPbS2 as an isolated structure. Source: the Open Molecules 2025 dataset; level of theory: wB97M-V/def2-TZVPD.

HOMO-LUMO gap (alpha / beta)   5.595 / 6.345 eV
Highest occupied orbital energy (alpha / beta)   -10.0 / -10.0 eV
Net charge   +1
Spin multiplicity   1

Last column: Mulliken charge in e.
Atoms and positions in Å:
Pb  0.735  -1.088  -0.239  1.627
C  -2.246  -3.823  -0.529  -1.652
C  -1.370  -4.619  0.449  0.458
C  -2.265  -5.501  1.319  -1.669
P  -0.218  -3.448  1.284  0.040
C  1.166  -4.379  2.072  0.726
C  0.917  -5.822  2.506  -1.549
C  1.784  -3.541  3.193  -1.636
C  -1.179  -2.700  2.662  -0.146
C  -1.627  -3.473  3.717  -0.045
C  -2.413  -2.964  4.758  0.462
C  -2.859  -3.844  5.888  -1.694
C  -2.789  -1.614  4.705  -0.983
C  -2.371  -0.807  3.680  -0.359
C  -1.519  -1.310  2.654  -1.131
N  -0.978  -0.492  1.741  1.003
C  -1.558  0.768  1.450  0.234
C  -2.861  0.860  0.944  0.982
C  -3.742  -0.352  0.782  -1.034
C  -3.317  2.106  0.526  -1.035
C  -2.537  3.250  0.616  0.356
C  -3.045  4.578  0.120  -1.545
C  -1.261  3.132  1.152  -0.447
C  -0.749  1.909  1.557  0.216
C  0.623  1.810  2.156  -1.620
H  -2.825  -4.500  -1.160  0.557
H  -1.658  -3.171  -1.183  0.203
H  -2.956  -3.198  0.019  0.286
H  -0.688  -5.252  -0.129  0.752
H  -2.944  -4.894  1.919  0.338
H  -1.706  -6.157  1.983  0.294
H  -2.879  -6.132  0.673  0.491
H  1.902  -4.392  1.262  0.494
H  0.222  -5.894  3.345  0.212
H  1.864  -6.252  2.838  0.492
H  0.545  -6.447  1.694  0.398
H  1.178  -3.582  4.101  0.279
H  1.897  -2.491  2.911  0.124
H  2.778  -3.924  3.427  0.525
H  -1.365  -4.523  3.748  0.207
H  -2.237  -4.734  5.970  0.389
H  -3.892  -4.171  5.736  0.326
H  -2.826  -3.309  6.837  0.414
H  -3.406  -1.202  5.496  0.456
H  -2.633  0.244  3.663  0.606
H  -3.246  -1.123  0.188  -0.237
H  -4.667  -0.077  0.277  0.516
H  -4.011  -0.806  1.737  0.282
H  -4.317  2.179  0.108  0.380
H  -4.134  4.608  0.109  0.430
H  -2.700  4.761  -0.901  0.139
H  -2.684  5.398  0.741  0.433
H  -0.640  4.017  1.253  0.381
H  1.123  2.778  2.139  0.525
H  1.254  1.094  1.625  0.029
H  0.575  1.468  3.194  0.649
C  3.723  0.213  3.010  -1.278
O  3.155  -0.514  1.907  0.574
C  3.951  -1.444  1.334  0.235
S  5.466  -1.772  1.835  -0.219
S  3.160  -2.259  0.016  -0.624
H  2.952  0.913  3.315  0.250
H  4.622  0.736  2.694  0.380
H  3.975  -0.468  3.820  0.408
C  -3.741  -0.196  -3.490  -1.593
C  -2.746  0.925  -3.317  0.274
C  -3.000  2.193  -3.841  -0.780
C  -2.073  3.238  -3.734  -0.212
C  -2.376  4.587  -4.335  -1.953
C  -0.866  3.007  -3.108  -0.291
C  -0.551  1.734  -2.553  -0.565
C  -1.551  0.723  -2.657  0.888
N  0.602  1.355  -1.975  0.854
C  1.829  2.151  -2.002  1.139
C  1.723  3.437  -1.156  -0.291
C  3.072  4.169  -1.154  0.178
C  3.482  4.494  -2.595  -1.267
C  3.643  3.197  -3.397  0.297
C  4.701  2.306  -2.736  -1.482
C  4.259  1.974  -1.306  0.440
C  4.133  3.273  -0.503  -1.469
C  2.903  1.269  -1.347  -1.131
C  2.300  2.456  -3.439  -1.195
H  -4.642  0.150  -3.994  0.421
H  -4.033  -0.620  -2.529  0.214
H  -3.316  -1.003  -4.089  0.330
H  -3.939  2.372  -4.354  0.364
H  -3.446  4.725  -4.485  0.447
H  -1.889  4.693  -5.306  0.395
H  -2.014  5.395  -3.698  0.380
H  -0.161  3.823  -3.037  0.666
H  -1.342  -0.251  -2.224  0.333
H  1.462  3.144  -0.134  -0.715
H  0.929  4.097  -1.507  0.576
H  2.968  5.095  -0.584  0.387
H  4.421  5.055  -2.596  0.550
H  2.725  5.132  -3.065  0.516
H  3.944  3.434  -4.419  0.267
H  5.665  2.821  -2.715  0.563
H  4.832  1.387  -3.315  0.456
H  4.985  1.310  -0.832  0.478
H  5.098  3.789  -0.482  0.581
H  3.857  3.055  0.534  0.302
H  2.598  1.031  -0.318  -0.379
H  2.986  0.328  -1.902  0.301
H  2.414  1.502  -3.965  0.406
H  1.561  3.042  -3.987  0.532
N  2.136  -2.347  -3.248  -0.529
N  0.805  -2.053  -2.815  -0.271
H  2.134  -2.859  -4.122  0.297
H  2.615  -2.890  -2.543  0.132
H  0.146  -2.796  -3.034  0.275
H  0.510  -1.215  -3.305  0.228

A 12-piece molecular cluster, C42H63BF3O24S4 overall. Source: the Open Molecules 2025 dataset; level of theory: wB97M-V/def2-TZVPD.

HOMO-LUMO gap   7.789 eV
Highest occupied orbital energy   -5.8 eV
Net charge   -1
Spin multiplicity   1

Last column: Mulliken charge in e.
Atoms and positions in Å:
O  4.270  1.133  -0.555  -0.695
C  3.084  1.080  -0.497  0.440
O  2.349  1.356  0.559  -0.623
B  0.952  1.005  0.289  0.948
O  0.908  0.635  -1.149  0.077
C  2.128  0.647  -1.633  0.787
O  2.483  0.320  -2.717  -0.776
O  0.026  2.062  0.663  -0.897
C  -0.954  1.541  1.404  0.016
O  -1.896  2.133  1.818  -0.643
C  -0.585  0.074  1.692  0.478
O  0.526  -0.191  1.045  0.416
O  -1.209  -0.688  2.355  -0.401
F  -0.312  3.201  -6.077  -0.335
C  0.075  1.996  -6.581  0.163
C  0.407  1.851  -7.908  -0.764
C  0.679  0.577  -8.396  -0.202
C  0.657  -0.519  -7.547  -0.797
C  0.455  -0.313  -6.188  -0.490
C  0.155  0.945  -5.684  0.041
H  0.383  2.695  -8.586  0.438
H  0.957  0.439  -9.433  0.363
H  0.856  -1.511  -7.931  0.393
H  0.591  -1.120  -5.480  0.412
H  -0.068  1.003  -4.632  0.729
F  -0.534  -4.912  2.785  -0.460
C  0.141  -4.388  1.735  0.008
C  -0.118  -4.847  0.461  -0.475
C  0.614  -4.357  -0.605  -0.840
C  1.575  -3.374  -0.383  -0.212
C  1.925  -3.049  0.915  0.502
C  1.153  -3.480  1.981  -0.017
H  -0.873  -5.599  0.271  0.469
H  0.408  -4.592  -1.641  0.435
H  2.144  -2.950  -1.202  0.282
H  2.605  -2.240  1.162  -0.289
H  1.351  -3.158  2.991  0.500
F  -7.561  -0.030  1.525  -0.316
C  -6.961  0.925  0.780  0.296
C  -7.721  1.960  0.274  -0.495
C  -7.085  2.970  -0.420  -0.457
C  -5.691  2.952  -0.507  -0.891
C  -4.947  1.874  -0.057  -0.405
C  -5.607  0.804  0.542  0.177
H  -8.766  1.937  0.561  0.400
H  -7.571  3.908  -0.656  0.308
H  -5.159  3.837  -0.837  0.406
H  -3.881  1.797  -0.227  0.517
H  -5.088  -0.102  0.825  0.413
C  4.357  -1.914  4.842  -1.334
S  3.322  -1.082  3.645  1.100
O  2.517  0.001  4.271  -0.716
C  4.622  -0.200  2.740  -0.730
H  5.091  -2.555  4.355  0.321
H  3.747  -2.484  5.546  0.340
H  4.883  -1.218  5.507  0.394
H  5.587  -0.696  2.829  0.417
H  4.616  0.832  3.074  0.485
H  4.318  -0.263  1.698  -0.376
C  -5.999  -1.025  4.682  -0.479
S  -5.143  0.320  5.523  0.263
O  -4.373  -0.282  6.639  -0.537
C  -4.078  0.782  4.133  -0.475
H  -5.358  -1.878  4.481  0.208
H  -6.365  -0.598  3.743  -0.067
H  -6.900  -1.350  5.203  0.453
H  -3.471  -0.015  3.711  -0.218
H  -3.393  1.548  4.498  0.356
H  -4.777  1.267  3.451  0.521
C  -0.097  -1.989  5.055  -0.622
S  -1.366  -0.816  5.525  0.869
O  -1.828  -1.095  6.900  -0.742
C  -0.259  0.589  5.680  -1.000
H  0.530  -1.576  4.262  -0.347
H  -0.522  -2.936  4.724  0.330
H  0.566  -2.222  5.896  0.477
H  0.162  0.980  4.757  0.126
H  0.520  0.347  6.406  0.402
H  -0.833  1.396  6.144  0.406
C  5.894  3.264  -2.708  -0.236
S  5.581  3.133  -4.479  0.503
O  6.388  4.175  -5.179  -0.686
C  3.900  3.797  -4.451  -0.562
H  5.231  4.003  -2.258  -0.174
H  6.927  3.589  -2.603  0.452
H  5.729  2.296  -2.237  0.059
H  3.718  4.159  -5.461  0.439
H  3.897  4.654  -3.776  0.082
H  3.140  3.075  -4.166  0.150
C  -1.398  -2.022  -3.118  -0.794
O  -1.847  -0.756  -3.593  -0.389
C  -2.140  0.135  -2.645  0.423
O  -1.951  -0.018  -1.479  0.097
O  -2.767  1.211  -3.113  -0.301
C  -2.930  1.473  -4.494  -0.574
H  -0.712  -1.881  -2.289  0.216
H  -0.915  -2.475  -3.982  0.291
H  -2.260  -2.648  -2.893  0.396
H  -3.387  0.648  -5.046  0.333
H  -2.037  1.790  -5.023  0.084
H  -3.671  2.264  -4.616  0.354
C  -7.505  -2.908  0.766  -0.751
O  -6.219  -2.564  0.276  -0.292
C  -5.205  -2.800  1.112  0.820
O  -5.292  -3.025  2.292  -0.640
O  -4.085  -2.585  0.429  -0.178
C  -2.869  -3.121  0.923  -0.542
H  -7.482  -3.791  1.409  0.335
H  -8.124  -3.151  -0.097  0.286
H  -8.009  -2.139  1.339  0.250
H  -2.519  -2.689  1.867  0.155
H  -2.164  -2.945  0.122  0.151
H  -2.911  -4.162  1.264  0.419
C  1.080  4.469  -1.245  -0.398
O  2.390  4.978  -1.553  -0.087
C  2.929  5.849  -0.709  0.707
O  2.533  6.169  0.370  -0.567
O  4.045  6.316  -1.301  -0.295
C  4.872  7.153  -0.500  -0.774
H  0.326  5.111  -1.693  0.400
H  0.899  4.435  -0.171  0.358
H  1.110  3.443  -1.593  -0.216
H  4.915  6.752  0.512  0.351
H  4.537  8.191  -0.467  0.273
H  5.868  7.145  -0.937  0.254
C  5.017  -5.594  2.209  -0.773
O  4.642  -4.969  1.007  -0.303
C  5.251  -3.843  0.662  0.952
O  6.009  -3.204  1.357  -0.614
O  4.906  -3.542  -0.571  -0.356
C  4.904  -2.162  -0.955  -0.298
H  4.926  -6.680  2.190  0.291
H  4.478  -5.269  3.101  0.242
H  6.085  -5.414  2.384  0.347
H  4.914  -1.561  -0.051  0.101
H  4.161  -1.842  -1.682  0.062
H  5.854  -2.019  -1.481  0.412

In order of appearance, maximum force = 0.60; 2.05 eV Å⁻¹.
In order of appearance, M = 941.3; 1148.0 g mol⁻¹.
In order of appearance, energy relative to the best compared isomer or geometry (same formula, charge and spin) = 0.00; 16.03 kcal/mol.